A structure of composition C41H33N9OP2Sn, computed with ωB97M-V/def2-TZVPD.

energy above the lowest of the compared OMol25 structures with the same formula, charge and spin	21.4	kcal per mole

```
87
Properties=species:S:1:pos:R:3:forces:R:3:mulliken_charge:R:1
Sn -0.350184 0.481071 1.003315 -0.55 -0.01 0.38 0.853
C 3.130634 -5.265460 -4.385503 0.00 0.04 0.02 -1.794
C 2.348849 -3.942464 -4.418877 0.01 -0.03 -0.10 1.764
C 2.274154 -3.417350 -5.867572 0.05 -0.04 0.05 -1.621
C 0.933730 -4.166405 -3.917930 0.02 0.14 0.11 0.775
C 0.128436 -5.149560 -4.487935 0.00 -0.03 -0.01 -0.526
C -1.174582 -5.349808 -4.078803 -0.12 -0.11 -0.06 -1.574
C -1.716851 -4.552076 -3.083339 0.04 0.12 -0.03 -0.516
C -0.951986 -3.559613 -2.491165 0.31 0.19 0.07 0.491
P -1.575931 -2.437884 -1.186382 -0.12 0.15 0.03 0.760
C -1.193684 -3.395086 0.325773 0.06 0.02 0.07 0.426
C -1.797672 -3.012093 1.527952 -0.02 -0.05 0.00 -0.234
C -1.425841 -3.593017 2.730293 0.00 0.02 -0.07 -0.760
C -0.447471 -4.578341 2.748464 0.04 -0.01 0.05 -0.511
C 0.149369 -4.976521 1.562607 0.02 -0.01 0.00 -0.734
C -0.211889 -4.382685 0.359601 -0.04 0.04 -0.01 -0.401
C -3.389221 -2.627438 -1.355649 0.03 0.08 0.07 -0.059
C -4.152365 -3.621300 -0.745288 -0.02 0.03 -0.05 -0.043
C -5.533357 -3.627137 -0.886815 0.03 -0.06 0.04 -0.716
C -6.163962 -2.648391 -1.641938 -0.03 0.03 -0.01 -0.418
C -5.412655 -1.660840 -2.262904 0.05 -0.01 -0.02 -0.710
C -4.033650 -1.646153 -2.111442 0.00 -0.05 0.04 -0.464
C 0.375104 -3.381568 -2.916946 -0.15 -0.26 -0.07 -0.830
O 1.085113 -2.406532 -2.257199 -0.04 0.08 -0.06 -0.195
C 2.384183 -2.152353 -2.601433 0.15 0.04 0.05 -0.364
C 3.018778 -1.103084 -1.918064 -0.42 -0.25 0.01 0.205
C 4.352647 -0.836518 -2.193185 -0.05 0.03 0.07 -0.027
C 5.046295 -1.597103 -3.115357 0.18 0.06 -0.01 -1.340
C 4.393296 -2.604466 -3.799706 -0.03 0.01 0.02 -0.628
C 3.053084 -2.895804 -3.571902 -0.05 0.00 0.02 0.705
P 2.090250 -0.039992 -0.737281 0.43 0.33 -0.26 1.079
C 3.094340 -0.124853 0.781959 -0.05 -0.08 0.04 0.621
C 3.743865 -1.303664 1.143573 0.00 0.02 -0.03 -0.827
C 4.349471 -1.414595 2.387157 -0.01 -0.01 -0.02 -0.667
C 4.301262 -0.358163 3.285437 -0.02 -0.02 0.00 -0.645
C 3.635550 0.810047 2.943897 0.03 0.06 0.02 -0.745
C 3.031607 0.925765 1.701467 -0.01 -0.07 -0.06 -0.716
C 2.429066 1.625761 -1.412129 -0.07 0.00 0.09 1.017
C 3.589753 2.362622 -1.175374 -0.03 0.01 -0.03 -0.196
C 3.729973 3.628955 -1.720560 0.05 -0.01 0.03 -0.835
C 2.715720 4.172659 -2.499286 -0.02 0.01 -0.01 -0.549
C 1.557412 3.449156 -2.735441 0.00 0.01 -0.01 -0.616
C 1.415480 2.180385 -2.192457 0.05 -0.04 0.05 -0.779
H 2.637182 -6.022254 -4.994396 0.01 -0.01 0.01 0.402
H 3.207742 -5.638269 -3.363434 0.00 -0.02 -0.01 0.405
H 4.137755 -5.135892 -4.781946 -0.01 0.00 0.01 0.404
H 1.772032 -4.140109 -6.512903 0.00 0.02 0.01 0.399
H 3.275499 -3.238494 -6.263971 -0.02 -0.02 0.00 0.423
H 1.720530 -2.478270 -5.901057 -0.01 -0.01 -0.02 0.371
H 0.530388 -5.773189 -5.276770 0.01 0.02 0.01 0.359
H -1.774788 -6.125272 -4.538113 0.02 0.03 0.00 0.397
H -2.746927 -4.681634 -2.776559 0.03 -0.05 0.00 0.492
H -2.593725 -2.275421 1.522797 0.05 0.09 -0.02 0.553
H -1.893554 -3.267533 3.650699 -0.01 -0.04 0.00 0.418
H -0.149061 -5.029689 3.686193 -0.02 0.00 -0.02 0.391
H 0.900485 -5.756904 1.569535 0.01 0.03 0.00 0.421
H 0.269477 -4.695594 -0.559436 -0.01 -0.03 0.03 0.431
H -3.668404 -4.386842 -0.151208 0.01 0.00 0.02 0.449
H -6.118344 -4.398330 -0.400943 0.00 0.01 -0.01 0.404
H -7.242823 -2.646341 -1.733294 0.01 -0.02 -0.02 0.387
H -5.896379 -0.891276 -2.850839 -0.01 -0.01 0.02 0.405
H -3.445330 -0.857912 -2.569016 -0.03 0.00 0.01 0.405
H 4.847736 -0.021952 -1.681214 0.02 -0.02 0.02 0.321
H 6.091232 -1.394231 -3.311721 -0.03 0.01 -0.01 0.434
H 4.942565 -3.173457 -4.538963 -0.03 0.00 -0.02 0.368
H 3.771280 -2.135536 0.449257 0.04 0.01 0.02 0.389
H 4.852091 -2.335240 2.655929 0.00 0.02 0.00 0.433
H 4.764363 -0.452000 4.258885 0.00 0.01 -0.01 0.397
H 3.577576 1.630150 3.647995 -0.03 -0.02 0.00 0.424
H 2.510068 1.843089 1.443876 0.06 0.03 0.00 0.590
H 4.374654 1.957703 -0.548504 0.00 0.01 0.02 0.351
H 4.630570 4.199084 -1.528957 -0.02 -0.01 0.00 0.419
H 2.824149 5.169379 -2.907446 0.00 -0.01 0.00 0.394
H 0.751436 3.877802 -3.316436 0.00 -0.01 0.01 0.437
H 0.497918 1.626564 -2.352035 -0.02 0.04 -0.02 0.343
N -0.750033 3.834272 2.463607 0.00 0.00 0.06 -0.100
C -0.248477 2.848801 3.273691 0.07 -0.15 0.03 0.365
N 0.150158 3.013026 4.514809 -0.05 0.10 -0.03 -0.491
N 0.554944 1.782936 4.909843 0.04 -0.14 -0.10 -0.553
N 0.419622 0.924873 3.970473 -0.10 0.19 0.12 -0.322
N -0.109479 1.568778 2.891163 0.21 -0.15 -0.35 0.588
C -1.111151 3.636766 1.160189 0.04 -0.01 -0.26 0.354
N -1.695226 4.537530 0.400799 0.04 0.05 0.07 -0.519
N -1.852976 3.933885 -0.798330 0.04 -0.13 -0.03 -0.587
N -1.399964 2.739751 -0.780830 -0.05 0.17 0.08 -0.346
N -0.896166 2.502118 0.467398 0.04 -0.34 0.00 0.519
H -0.926366 4.738931 2.867547 0.01 -0.01 0.00 0.217
```
Forces are in eV/Å.

=====

A cluster of 13 separate species, C44H106N13O20 in total in a non-equilibrium geometry, computed with ωB97M-V/def2-TZVPD.

net charge	+3

```
183
Properties=species:S:1:pos:R:3:forces:R:3:mulliken_charge:R:1
C 21.011301 18.662811 14.094914 -0.01 2.00 0.43 -0.952
C 22.170169 17.756653 14.191564 -1.05 0.95 1.38 0.309
O 22.260943 16.760782 13.590021 0.98 -1.49 -0.87 -0.465
N 23.091985 18.043500 15.360852 -0.74 -1.63 -0.03 0.942
H 23.650321 18.871253 15.318111 -0.60 1.34 -0.40 0.534
H 22.379658 18.043295 16.119696 0.19 0.44 1.06 -0.319
C 24.098672 17.005334 15.627401 0.33 -1.22 1.47 -0.947
H 21.071348 19.691059 14.491721 0.63 -0.55 0.42 -0.041
H 20.072340 18.290570 14.483012 0.01 -0.66 0.15 0.062
H 20.880128 18.866433 13.068497 -0.44 -0.13 -1.37 1.013
H 23.761010 16.082651 16.196497 0.03 1.56 -0.48 0.197
H 24.895817 17.536538 16.172452 -0.18 -0.71 -0.14 0.140
H 24.434689 16.639622 14.694070 0.64 -0.27 -0.97 0.528
C 23.380118 16.930504 6.265388 -0.46 0.24 0.21 -0.984
C 24.143869 18.121839 6.861696 -0.32 -0.89 0.53 0.688
O 24.984080 17.971430 7.746432 -0.43 0.26 -0.73 -0.630
N 23.780695 19.338955 6.346854 1.12 0.27 0.81 -0.226
H 24.343674 19.783196 11.037847 0.24 0.23 -0.61 0.406
H 22.846009 19.389677 5.985405 0.01 0.18 -0.28 0.250
C 24.380130 20.538889 6.985912 0.02 -2.01 0.45 -0.863
H 23.893227 16.568942 5.382869 0.07 0.21 -0.40 0.270
H 22.340763 17.233828 5.990900 0.77 -0.38 0.12 0.301
H 23.365770 16.054713 6.931202 -0.06 0.64 0.10 0.282
H 24.661188 21.290397 6.284258 -0.30 0.66 -0.35 0.307
H 25.269042 20.205809 7.519779 0.26 -0.18 -0.50 0.331
H 23.761671 20.796687 7.822527 -0.71 1.06 0.11 0.278
C 20.816952 23.460951 12.365720 1.00 -0.96 -0.26 -1.329
C 20.059881 22.265059 12.838010 -0.39 -2.23 1.67 0.723
O 20.314066 21.083866 12.732924 -0.41 2.86 -0.49 -0.390
N 18.857026 22.543120 13.844516 2.85 0.78 0.67 0.551
H 18.279598 21.668263 13.796353 -0.11 -0.25 0.10 0.191
H 19.443486 22.530311 14.776414 -1.06 -0.54 -1.28 0.214
C 18.138433 23.839620 13.750397 0.58 -0.42 -1.85 -0.948
H 20.203515 23.993510 11.651983 0.13 0.18 -0.45 0.437
H 21.816508 23.107713 11.967949 -1.38 0.48 0.15 0.259
H 21.019152 24.139524 13.186235 -0.10 0.04 0.32 0.376
H 18.706491 24.648221 14.143422 0.63 0.41 0.58 0.374
H 17.206167 23.783686 14.235325 -1.05 -0.30 0.67 0.315
H 17.981244 24.080995 12.690316 -0.19 -0.20 0.26 0.395
C 17.467177 20.073626 18.461033 0.15 -0.10 0.96 -0.870
C 18.433032 20.351527 19.575209 0.67 0.50 0.46 0.817
O 18.355788 21.156990 20.440344 -0.79 -0.15 -0.38 -0.509
N 19.829111 19.614352 19.575331 -1.62 0.64 -0.85 0.534
H 19.812401 18.686010 19.106583 0.05 0.30 0.10 0.130
H 20.279634 20.294198 18.907385 0.92 -0.54 0.03 0.003
C 20.408862 19.619682 20.917082 1.35 0.19 1.19 -0.787
H 17.955811 20.157836 17.494365 0.04 -0.64 -0.09 0.114
H 16.739090 20.872299 18.491109 -0.21 0.13 0.12 0.349
H 16.962874 19.127438 18.732422 0.32 0.20 -0.72 0.389
H 21.492857 19.826493 20.910570 -0.49 0.00 -0.45 0.241
H 20.316975 18.644635 21.386831 -0.35 -0.07 -0.12 0.351
H 19.951819 20.396721 21.558627 0.12 -0.56 -0.62 0.340
C 10.916630 19.354576 12.923251 1.61 -0.95 -1.08 -1.183
C 11.250790 19.676197 14.360137 -1.09 1.62 0.68 -0.428
C 10.634612 21.127672 14.752706 1.00 -1.84 0.91 -0.622
C 9.173163 21.206137 14.528321 -1.99 0.01 -0.41 -0.807
N 8.502017 22.518316 15.005031 -0.96 -1.48 -0.57 0.180
C 8.234694 22.482172 16.497200 0.01 0.21 -0.68 -0.567
C 6.851091 21.839283 16.726411 0.48 0.49 2.26 -0.482
C 6.192333 21.735777 15.382804 -1.14 -0.22 -0.09 -0.572
C 7.026574 22.534628 14.441301 1.26 2.00 -1.35 -0.543
C 9.339429 23.674359 14.581357 -0.78 0.34 1.01 -1.148
H 11.173960 20.154746 12.167766 -0.15 -0.73 0.97 0.285
H 9.878557 19.114582 12.825397 -0.72 -0.14 -0.22 0.364
H 11.490657 18.414049 12.634676 -0.73 1.19 0.13 0.335
H 12.309443 19.784546 14.520942 0.50 -0.06 -0.06 0.362
H 10.908938 18.854744 15.037599 0.00 0.82 -0.41 0.295
H 11.177807 21.881733 14.197223 0.10 0.04 -0.21 0.429
H 10.813973 21.300914 15.824400 0.25 -0.03 -0.21 0.318
H 8.592585 20.387915 14.985689 0.42 0.25 0.27 0.365
H 8.874186 21.134056 13.483956 0.40 0.16 -0.23 0.378
H 8.291619 23.515333 16.789540 -0.22 0.40 0.40 0.497
H 9.047261 21.968267 16.954264 0.58 -0.43 0.44 0.259
H 6.271041 22.561223 17.378469 0.66 -1.09 -0.49 0.298
H 6.945625 20.848047 17.268407 -0.21 1.26 -0.67 0.308
H 5.215950 22.241766 15.440857 0.15 -0.63 -0.24 0.358
H 6.059135 20.681566 15.135832 -0.05 0.24 -0.45 0.289
H 6.694505 23.626561 14.412506 0.61 -1.33 0.32 0.392
H 7.069040 22.237141 13.375407 -0.06 -0.12 0.68 0.357
H 8.740285 24.543866 14.835078 0.18 0.31 -0.09 0.498
H 9.521324 23.665342 13.518814 0.13 -0.22 -0.26 0.353
H 10.257604 23.688974 15.179092 -0.21 -0.05 -0.35 0.430
C 22.492113 12.937249 14.058934 -1.49 0.32 -1.27 -0.880
C 23.251245 12.086213 15.015242 1.37 0.30 1.03 -0.545
C 24.458669 11.351324 14.394858 0.29 1.50 0.53 -0.312
C 25.189835 10.653436 15.492282 -0.86 -1.05 2.11 -1.375
N 26.494957 10.008743 15.180252 -0.86 -1.37 0.03 0.477
C 26.251555 8.876321 14.175460 -0.86 0.33 0.12 -0.571
C 27.484924 8.040906 14.301603 1.65 1.50 -0.22 -0.654
C 27.920375 8.152372 15.777846 -0.14 0.51 0.43 -0.632
C 27.094572 9.326310 16.420652 1.91 -0.06 -3.40 -0.656
C 27.464752 10.997189 14.743172 -1.13 2.55 0.23 -0.910
H 22.118934 12.258992 13.221690 0.06 1.07 0.89 0.422
H 23.070622 13.759289 13.580933 -0.18 -0.60 0.46 0.229
H 21.626434 13.422964 14.617190 0.88 -0.60 -0.90 -0.046
H 22.575117 11.373389 15.486890 -0.01 -0.13 0.07 0.375
H 23.675098 12.749006 15.805570 -0.38 -0.54 -0.31 0.199
H 25.173240 12.127721 14.077078 -0.52 -0.10 -0.39 0.154
H 24.149799 10.761342 13.568156 -0.16 -0.79 -0.75 0.769
H 24.573391 9.879787 16.070708 0.70 0.84 -1.06 0.496
H 25.419574 11.416380 16.226252 0.13 0.20 0.26 0.267
H 26.134651 9.295565 13.156324 -0.13 -0.11 0.72 0.359
H 25.294931 8.388724 14.498080 0.89 0.32 -0.29 0.397
H 28.235872 8.536751 13.609260 -0.53 -0.86 0.89 0.301
H 27.400713 7.023063 14.023327 -0.33 -0.87 -0.51 0.464
H 28.990630 8.258720 15.891857 0.21 0.25 -0.08 0.316
H 27.672912 7.251895 16.320018 -0.14 -0.30 0.09 0.360
H 27.654589 10.092801 16.929185 0.01 -0.04 0.52 0.344
H 26.323752 8.883921 16.922312 -2.06 -0.60 1.75 0.475
H 27.136735 11.433748 13.805242 0.03 -0.01 -0.13 0.362
H 28.429012 10.616511 14.626475 1.43 -0.91 -0.05 0.528
H 27.453365 11.819623 15.513218 0.21 -0.67 -0.78 0.222
C 25.387078 18.555393 19.222071 -0.39 -1.59 -0.42 -0.726
C 26.717897 19.165662 19.471384 0.91 1.28 -0.67 -0.723
C 28.008845 18.400207 19.154749 0.05 0.08 1.08 -0.538
C 27.950120 17.754486 17.836002 -2.05 -1.72 -1.53 -0.533
N 29.147724 17.040622 17.385273 1.42 -0.74 -0.42 0.746
C 30.446338 17.817868 17.474640 -0.99 1.33 -0.41 -0.688
C 31.351453 17.294166 16.418176 1.00 -1.50 0.41 -0.843
C 30.389612 16.991536 15.271348 0.75 0.10 0.33 -0.571
C 29.028831 16.689686 15.927857 0.58 0.41 -1.01 -0.298
C 29.271800 15.791950 18.157352 1.75 -1.05 -0.14 -1.179
H 25.404518 17.541909 19.681656 -0.36 0.27 -0.81 0.312
H 25.016355 18.591796 18.185355 0.30 -0.49 0.28 -0.067
H 24.670621 19.096612 19.796714 -0.65 0.52 0.35 0.405
H 26.645244 19.329444 20.526877 0.81 0.66 0.66 0.378
H 26.804829 20.122370 18.925133 -0.21 -0.08 0.52 0.319
H 28.180226 17.675012 19.946000 -0.01 -0.33 0.05 0.486
H 28.882533 19.066643 19.191528 -0.38 0.12 0.07 0.324
H 27.644727 18.401029 17.025211 0.29 0.86 -0.04 0.370
H 27.193650 16.918180 17.709327 0.27 1.03 0.83 -0.032
H 30.837472 17.793057 18.464892 0.10 0.03 0.76 0.385
H 30.122437 18.832671 17.202920 0.35 0.00 0.27 0.437
H 31.908534 16.400985 16.768924 -0.62 0.13 -0.09 0.331
H 32.186790 17.953822 16.183422 -0.43 0.42 -0.17 0.441
H 30.754784 16.139861 14.712905 -0.12 -0.02 -0.35 0.342
H 30.437667 17.881464 14.659219 -0.67 0.03 -0.48 0.334
H 28.824267 15.641176 15.812233 -0.46 -0.40 0.26 0.169
H 28.225656 17.274857 15.493238 -0.07 -0.05 -0.02 0.196
H 28.354654 15.271898 18.262933 -1.01 -0.49 -0.58 0.397
H 29.550579 16.046037 19.150585 0.60 0.25 0.83 0.356
H 30.051156 15.122221 17.692195 -0.87 0.79 0.54 0.441
C 17.764321 13.818509 15.796586 -0.73 1.83 -0.03 -0.813
N 17.583877 15.030948 14.795736 0.37 -1.56 -0.19 0.137
C 16.197302 15.032538 14.150297 1.88 -0.30 -0.05 -0.916
C 17.873104 16.404440 15.392473 -0.62 -0.92 -0.29 0.104
C 18.569366 14.682492 13.689725 0.94 -0.44 0.11 -0.587
C 18.946950 15.715421 12.620922 0.45 -0.04 0.05 -0.036
O 17.834883 16.153066 11.907312 -1.62 -1.29 0.50 -0.585
H 17.173718 14.076282 16.666963 0.16 0.27 0.40 0.387
H 18.840694 13.682410 16.086452 -1.22 0.03 -0.58 0.285
H 17.190310 12.996022 15.370542 0.83 -0.26 -0.32 0.372
H 15.419542 15.060218 14.865049 -0.66 0.73 0.87 0.354
H 16.073297 14.113488 13.609149 0.16 -0.49 -0.30 0.376
H 16.334379 15.830515 13.442747 -1.00 0.43 -0.19 0.431
H 18.912937 16.474374 15.659771 0.20 -0.18 -0.15 -0.725
H 17.283385 16.501046 16.295851 -0.18 0.02 0.04 0.529
H 17.567683 17.141126 14.654830 0.00 0.11 -0.04 0.355
H 18.265523 13.781135 13.151600 -0.82 0.14 0.26 0.445
H 19.435138 14.286915 14.252709 0.15 0.91 -0.63 0.298
H 19.546660 15.167769 11.899074 0.63 -0.26 0.23 0.439
H 19.556853 16.519258 13.012634 0.03 0.26 0.22 -0.198
H 17.834589 17.013937 11.531707 0.61 1.23 -0.15 0.355
N 16.590006 20.248904 14.079890 -1.58 -1.72 -0.38 0.987
O 16.421366 21.119669 14.931570 0.62 0.74 0.15 -0.696
O 17.720028 20.111376 13.492562 -0.65 0.33 0.40 -0.749
O 15.636352 19.471668 13.809073 1.38 0.48 -0.05 -0.679
N 20.512341 16.923648 17.372103 1.35 2.12 0.02 1.304
O 20.665076 16.119155 16.462832 0.33 -0.90 -0.49 -0.713
O 21.445670 17.778638 17.613628 -0.59 -0.77 -0.23 -0.753
O 19.459428 17.028112 17.990975 -0.69 -0.23 0.69 -0.820
N 23.857459 20.284478 12.686184 0.05 0.76 0.54 1.233
O 24.210862 19.195389 13.009605 0.97 -2.64 -0.42 -0.663
O 24.083317 20.654717 11.393363 -0.30 -0.40 0.30 -0.398
O 23.371792 21.047410 13.436129 -0.88 2.10 0.04 -0.565
N 20.590583 21.596177 16.856712 0.84 -0.36 -2.52 1.325
O 21.319225 20.909855 17.595805 -0.62 0.21 0.82 -0.889
O 19.483430 22.036139 17.182613 0.43 -0.16 0.36 -0.696
O 21.016102 21.759435 15.648266 -0.92 0.40 1.17 -0.862
N 26.354285 14.099845 16.696032 0.51 -0.08 -1.51 1.024
O 27.464917 13.482142 16.888809 -1.62 0.95 0.35 -0.764
O 25.892466 14.929544 17.519495 0.76 -1.00 -0.71 -0.677
O 25.766841 13.902647 15.574037 0.51 0.34 1.78 -0.546
```
Forces are in eV/Å.

=====

no.,orbital gap (eV),calculated total energy (Ha)
1,7.46,-3047.2371
2,8.71,-3955.2322